(1)
This record from the OMol25 dataset describes a single C5H6O molecule. The level of theory is ωB97M-V/def2-TZVPD.

Each line ends with the Mulliken charge.
CARTESIAN COORDINATES (ANGSTROEM)
C: 1.23 -0.73 -0.98  -1.09
C: 0.23 -0.27 0.04  0.40
C: -0.67 -0.97 0.77  -0.11
O: -1.68 -0.37 1.34  -0.55
C: -1.23 1.46 0.83  -0.11
C: -0.21 1.45 0.01  -0.49
H: 1.26 -1.81 -1.19  0.35
H: 2.25 -0.42 -0.73  0.26
H: 0.93 -0.26 -1.92  0.28
H: -0.45 -2.05 0.93  0.30
H: -1.99 1.76 1.50  0.44
H: 0.33 2.22 -0.60  0.34

Computed properties:
- Relative energy (zero: lowest compared OMol25 entry of this formula, charge and spin): 3.922 eV
- HOMO-LUMO gap: 8.738 eV
- HOMO energy: -8.13 eV

(2)
This record from the OMol25 dataset describes a single C5H6O molecule. The level of theory is ωB97M-V/def2-TZVPD.

Each line ends with the Mulliken charge.
CARTESIAN COORDINATES (ANGSTROEM)
C: -0.82 1.39 0.06  -1.04
C: -0.55 0.06 0.68  0.66
C: -1.20 -0.74 1.49  -0.46
C: 0.78 -0.67 0.40  -0.69
C: 0.74 -1.20 -1.02  0.06
O: 1.35 -0.70 -1.93  -0.45
H: -0.09 2.13 0.41  0.29
H: -1.82 1.76 0.31  0.32
H: -0.74 1.34 -1.03  0.30
H: 0.91 -1.51 1.09  0.37
H: 1.61 0.03 0.53  0.31
H: 0.08 -2.08 -1.16  0.35

Computed properties:
- Relative energy (zero: lowest compared OMol25 entry of this formula, charge and spin): 3.716 eV
- HOMO-LUMO gap: 9.638 eV
- HOMO energy: -9.93 eV

(3)
This record from the OMol25 dataset describes a single C5H6O molecule. The level of theory is ωB97M-V/def2-TZVPD.

Each line ends with the Mulliken charge.
CARTESIAN COORDINATES (ANGSTROEM)
C: 0.27 -1.30 0.69  -1.01
C: 0.85 0.05 0.28  -0.50
C: 0.07 0.65 -0.90  0.36
C: 0.55 0.64 -2.11  -0.21
C: -1.28 1.24 -0.59  -0.17
O: -2.30 0.61 -0.60  -0.41
H: -0.80 -1.24 0.88  0.31
H: 0.43 -2.04 -0.10  0.30
H: 0.76 -1.66 1.60  0.33
H: 1.90 -0.03 0.00  0.35
H: 0.80 0.77 1.11  0.30
H: -1.25 2.30 -0.28  0.35

Computed properties:
- Relative energy (zero: lowest compared OMol25 entry of this formula, charge and spin): 3.930 eV
- HOMO-LUMO gap: 9.671 eV
- HOMO energy: -10.46 eV

(4)
This record from the OMol25 dataset describes a single C5H6O molecule. The level of theory is ωB97M-V/def2-TZVPD.

Each line ends with the Mulliken charge.
CARTESIAN COORDINATES (ANGSTROEM)
C: 0.94 0.74 0.23  -1.02
C: -0.49 1.38 0.34  -0.21
C: -1.41 0.25 0.10  -0.14
C: -1.10 -0.89 -0.20  0.03
C: -0.39 -2.08 -0.57  0.03
O: 0.83 -2.14 -0.64  -0.49
H: 1.41 0.70 1.21  0.26
H: 0.98 -0.30 -0.16  0.35
H: 1.57 1.32 -0.44  0.29
H: -0.67 2.15 -0.41  0.28
H: -0.66 1.82 1.33  0.32
H: -1.00 -2.95 -0.80  0.31

Computed properties:
- Relative energy (zero: lowest compared OMol25 entry of this formula, charge and spin): 3.374 eV
- SMILES: CCC#CC=O
- HOMO-LUMO gap: 10.005 eV
- HOMO energy: -9.97 eV

(5)
This record from the OMol25 dataset describes a single C5H6O molecule. The level of theory is ωB97M-V/def2-TZVPD.

Each line ends with the Mulliken charge.
CARTESIAN COORDINATES (ANGSTROEM)
C: 0.06 -0.72 1.79  -1.00
C: 0.24 -0.49 0.34  0.34
C: 0.55 -0.86 -0.86  -0.45
C: 0.37 0.62 -0.68  -0.33
C: -0.80 1.21 -1.41  -0.02
O: -1.67 0.54 -1.91  -0.49
H: 0.22 -1.77 2.05  0.28
H: -0.93 -0.42 2.13  0.29
H: 0.79 -0.12 2.34  0.30
H: 0.73 -1.59 -1.63  0.39
H: 1.23 1.29 -0.62  0.35
H: -0.79 2.31 -1.53  0.34

Computed properties:
- Relative energy (zero: lowest compared OMol25 entry of this formula, charge and spin): 2.311 eV
- SMILES: CC1=C[C@H]1C=O
- HOMO-LUMO gap: 10.279 eV
- HOMO energy: -9.31 eV

(6)
This record from the OMol25 dataset describes a single C5H6O molecule. The level of theory is ωB97M-V/def2-TZVPD.

Each line ends with the Mulliken charge.
CARTESIAN COORDINATES (ANGSTROEM)
C: 0.16 1.03 0.05  -0.65
C: -1.25 0.55 0.10  -0.21
C: -1.33 -0.80 0.23  -0.32
O: 1.83 -0.47 -0.92  -0.52
C: 0.94 -0.29 0.17  0.54
C: -0.04 -1.43 0.13  -0.78
H: 0.36 1.77 0.84  0.27
H: 0.40 1.52 -0.91  0.27
H: -2.10 1.22 0.02  0.38
H: -2.27 -1.35 0.26  0.42
H: 1.49 -0.32 1.13  0.21
H: 1.80 -1.43 -1.08  0.38

Computed properties:
- Relative energy (zero: lowest compared OMol25 entry of this formula, charge and spin): 3.503 eV
- HOMO-LUMO gap: 7.843 eV
- HOMO energy: -8.60 eV

(7)
This record from the OMol25 dataset describes a single C5H6O molecule. The level of theory is ωB97M-V/def2-TZVPD.

Each line ends with the Mulliken charge.
CARTESIAN COORDINATES (ANGSTROEM)
C: -3.03 -0.19 0.24  -1.14
C: -1.62 0.04 -0.06  0.25
C: -0.45 0.23 -0.31  0.63
C: 0.89 0.70 -0.13  -0.72
C: 2.97 0.01 0.52  -0.52
O: 1.70 -0.32 -0.05  -0.15
H: -3.49 -0.80 -0.53  0.29
H: -3.12 -0.73 1.19  0.28
H: -3.58 0.75 0.32  0.29
H: 2.99 1.08 0.70  0.37
H: 3.04 -0.55 1.46  0.22
H: 3.77 -0.30 -0.15  0.21

Computed properties:
- Relative energy (zero: lowest compared OMol25 entry of this formula, charge and spin): 4.174 eV
- HOMO-LUMO gap: 8.693 eV
- HOMO energy: -8.32 eV

(8)
This record from the OMol25 dataset describes a single C5H6O molecule. The level of theory is ωB97M-V/def2-TZVPD.

Each line ends with the Mulliken charge.
CARTESIAN COORDINATES (ANGSTROEM)
C: -2.44 -0.02 -0.06  0.13
C: -1.36 -0.55 0.02  -0.46
C: -0.02 -1.21 0.04  -0.49
C: 1.20 -0.26 -0.04  0.56
C: 0.94 1.22 0.03  -1.08
O: 2.33 -0.75 -0.07  -0.57
H: -3.38 0.52 -0.17  0.39
H: 0.07 -1.95 -0.78  0.28
H: 0.09 -1.75 1.00  0.26
H: 0.41 1.50 -0.90  0.32
H: 1.89 1.78 0.09  0.31
H: 0.26 1.47 0.85  0.35

Computed properties:
- Relative energy (zero: lowest compared OMol25 entry of this formula, charge and spin): 1.656 eV
- SMILES: C#CCC(C)=O
- HOMO-LUMO gap: 10.597 eV
- HOMO energy: -9.75 eV

(9)
This record from the OMol25 dataset describes a single C5H6O molecule. The level of theory is ωB97M-V/def2-TZVPD.

Each line ends with the Mulliken charge.
CARTESIAN COORDINATES (ANGSTROEM)
C: 2.10 0.27 -0.53  0.01
C: 1.68 -0.04 0.57  -0.84
C: 0.54 -0.95 0.57  0.04
O: 0.09 -1.09 -0.81  -0.46
C: -0.78 -0.49 0.13  0.26
C: -1.18 0.96 0.05  -1.17
H: 2.41 0.43 -1.53  0.38
H: 0.63 -1.89 1.11  0.43
H: -1.60 -1.17 0.32  0.40
H: -0.32 1.64 0.00  0.36
H: -1.76 1.19 0.95  0.30
H: -1.82 1.14 -0.82  0.29

Computed properties:
- Relative energy (zero: lowest compared OMol25 entry of this formula, charge and spin): 4.270 eV
- SMILES: C#C[C@@H]1O[C@@H]1C
- HOMO-LUMO gap: 10.312 eV
- HOMO energy: -9.56 eV

(10)
This record from the OMol25 dataset describes a single C5H6O2 molecule. The level of theory is ωB97M-V/def2-TZVPD.

Each line ends with the Mulliken charge.
CARTESIAN COORDINATES (ANGSTROEM)
C: -1.63 2.28 -0.14  0.25
C: -0.87 1.35 -0.07  -0.81
C: 0.02 0.21 0.17  0.37
C: -0.74 -1.02 0.62  -1.21
O: 0.76 -0.06 -1.05  -0.32
C: 1.95 -0.64 -0.86  0.11
O: 2.42 -0.97 0.20  -0.49
H: -2.31 3.11 -0.18  0.44
H: 0.75 0.49 0.94  0.25
H: -1.49 -1.31 -0.12  0.34
H: -1.25 -0.81 1.56  0.33
H: -0.04 -1.85 0.78  0.35
H: 2.44 -0.78 -1.83  0.38

Computed properties:
- Relative energy (zero: lowest compared OMol25 entry of this formula, charge and spin): 1.842 eV
- SMILES: C#C[C@@H](C)OC=O
- HOMO-LUMO gap: 11.348 eV
- HOMO energy: -10.38 eV

(11)
This record from the OMol25 dataset describes 2 unconnected molecules or ions with the total composition C5H6O2. The level of theory is ωB97M-V/def2-TZVPD.

Each line ends with the Mulliken charge.
CARTESIAN COORDINATES (ANGSTROEM)
C: 1.26 0.69 0.63  -1.07
C: 0.12 -0.30 0.82  -0.05
C: -0.34 -1.21 -0.29  -0.21
C: 0.33 -1.78 0.66  -0.57
H: 1.88 0.41 -0.23  0.30
H: 1.90 0.73 1.52  0.31
H: 0.87 1.70 0.45  0.29
H: -0.63 0.04 1.54  0.28
H: -0.87 -1.29 -1.22  0.34
H: 0.76 -2.68 1.08  0.35
O: -1.46 1.99 -0.83  -0.37
C: -1.76 1.23 -1.65  0.81
O: -2.06 0.47 -2.49  -0.41

Computed properties:
- Relative energy (zero: lowest compared OMol25 entry of this formula, charge and spin): 1.769 eV
- SMILES: CC1C=C1.O=C=O
- HOMO-LUMO gap: 10.210 eV
- HOMO energy: -9.54 eV

(12)
This record from the OMol25 dataset describes 2 unconnected molecules or ions with the total composition C5H6O2. The level of theory is ωB97M-V/def2-TZVPD.

Each line ends with the Mulliken charge.
CARTESIAN COORDINATES (ANGSTROEM)
C: -2.02 0.12 -0.26  -0.76
C: -0.91 -0.47 0.09  0.07
C: 0.21 -1.04 0.45  0.00
C: 1.35 -1.36 -0.49  -0.99
H: -2.12 1.20 -0.23  0.20
H: -2.89 -0.43 -0.60  0.25
H: 0.35 -1.29 1.50  0.30
H: 1.12 -1.03 -1.50  0.32
H: 1.56 -2.43 -0.51  0.32
H: 2.26 -0.85 -0.15  0.28
O: 1.21 1.96 1.14  -0.38
C: 0.36 2.52 0.57  0.78
O: -0.48 3.10 0.00  -0.40

Computed properties:
- Relative energy (zero: lowest compared OMol25 entry of this formula, charge and spin): 0.822 eV
- SMILES: C=C=CC.O=C=O
- HOMO-LUMO gap: 10.164 eV
- HOMO energy: -9.52 eV

(13)
This record from the OMol25 dataset describes a molecular structure, C5H6O2. The level of theory is ωB97M-V/def2-TZVPD.

Each line ends with the Mulliken charge.
CARTESIAN COORDINATES (ANGSTROEM)
C: 0.24 0.28 -1.21  -0.59
C: 0.53 1.08 0.09  0.02
C: 0.45 -0.86 0.96  -0.38
C: -0.38 -0.82 -0.43  -0.48
C: -0.89 -0.14 0.89  -0.18
H: -0.36 0.77 -1.95  0.33
H: 1.13 0.20 -1.74  0.33
H: 0.83 2.11 0.03  0.47
H: 0.68 -1.71 1.47  0.47
H: -0.86 -1.76 -0.83  0.39
H: -1.93 -0.46 1.12  0.45
O: 1.31 0.17 0.80  -0.41
O: -0.76 1.14 0.80  -0.42

Computed properties:
- Relative energy (zero: lowest compared OMol25 entry of this formula, charge and spin): 2.895 eV
- HOMO-LUMO gap: 10.168 eV
- HOMO energy: -9.14 eV

(14)
This record from the OMol25 dataset describes a single C5H6O2 molecule. The level of theory is ωB97M-V/def2-TZVPD.

Each line ends with the Mulliken charge.
CARTESIAN COORDINATES (ANGSTROEM)
C: -2.30 -0.49 0.45  0.19
C: -1.43 0.18 -0.05  -0.97
C: -0.07 0.59 -0.43  0.49
C: 0.28 -0.47 -1.46  -0.08
O: 0.75 -1.55 -1.20  -0.48
C: 0.75 0.57 0.90  -0.74
O: 2.07 0.15 0.77  -0.53
H: -3.02 -1.10 0.93  0.40
H: -0.01 1.57 -0.92  0.34
H: -0.02 -0.22 -2.50  0.37
H: 0.19 -0.03 1.62  0.32
H: 0.77 1.60 1.29  0.35
H: 2.03 -0.80 0.57  0.35

Computed properties:
- Relative energy (zero: lowest compared OMol25 entry of this formula, charge and spin): 2.799 eV
- SMILES: C#C[C@H](C=O)CO
- HOMO-LUMO gap: 10.715 eV
- HOMO energy: -9.97 eV

(15)
This record from the OMol25 dataset describes a single C5H6O2 molecule. The level of theory is ωB97M-V/def2-TZVPD.

Each line ends with the Mulliken charge.
CARTESIAN COORDINATES (ANGSTROEM)
C: 2.74 -1.10 0.20  0.38
C: 1.79 -0.56 -0.33  -0.51
C: 0.59 0.14 -0.79  0.19
O: 0.48 0.57 -1.91  -0.51
C: -0.47 0.27 0.31  0.34
C: -1.78 0.82 -0.22  -1.28
O: -0.72 -1.00 0.88  -0.51
H: 3.59 -1.57 0.64  0.40
H: -0.04 0.96 1.06  0.19
H: -2.46 1.02 0.62  0.34
H: -2.24 0.09 -0.88  0.33
H: -1.60 1.74 -0.77  0.35
H: 0.13 -1.36 1.20  0.30

Computed properties:
- Relative energy (zero: lowest compared OMol25 entry of this formula, charge and spin): 2.280 eV
- SMILES: C#CC(=O)[C@@H](C)O
- HOMO-LUMO gap: 10.221 eV
- HOMO energy: -10.15 eV

(16)
This record from the OMol25 dataset describes 2 unconnected molecules or ions with the total composition C5H6O2. The level of theory is ωB97M-V/def2-TZVPD.

Each line ends with the Mulliken charge.
CARTESIAN COORDINATES (ANGSTROEM)
C: 2.01 -1.16 0.48  -0.54
C: 1.91 -0.42 -0.62  -0.48
C: 1.06 0.17 -1.41  0.98
O: 0.48 0.74 -2.26  -0.42
H: 1.12 -1.39 1.06  0.29
H: 2.96 -1.56 0.83  0.26
C: -1.81 0.80 -0.10  -0.99
C: -0.75 0.14 0.72  -0.01
O: -0.79 -1.03 1.03  -0.55
H: -2.41 1.41 0.60  0.33
H: -2.44 0.04 -0.56  0.29
H: -1.40 1.47 -0.86  0.29
H: 0.06 0.80 1.10  0.54

Computed properties:
- Relative energy (zero: lowest compared OMol25 entry of this formula, charge and spin): 2.984 eV
- SMILES: C=C=C=O.CC=O
- HOMO-LUMO gap: 8.405 eV
- HOMO energy: -9.02 eV

(17)
This record from the OMol25 dataset describes 2 unconnected molecules or ions with the total composition C5H6O2. The level of theory is ωB97M-V/def2-TZVPD.

Each line ends with the Mulliken charge.
CARTESIAN COORDINATES (ANGSTROEM)
C: -1.90 -0.16 0.50  -0.88
C: -0.68 -0.44 0.85  0.30
C: 0.63 -0.39 0.92  -0.02
C: 1.56 -1.13 0.01  -0.94
H: -2.02 0.65 -0.21  0.02
H: -2.82 -0.64 0.82  0.26
H: 1.07 0.30 1.64  0.30
H: 1.02 -1.59 -0.83  0.31
H: 2.08 -1.92 0.57  0.33
H: 2.31 -0.45 -0.40  0.28
O: 0.60 1.55 -0.85  -0.36
C: -0.43 1.91 -1.28  0.81
O: -1.42 2.31 -1.75  -0.42

Computed properties:
- Relative energy (zero: lowest compared OMol25 entry of this formula, charge and spin): 1.222 eV
- SMILES: C=C=CC.O=C=O
- HOMO-LUMO gap: 9.947 eV
- HOMO energy: -9.32 eV

(18)
This record from the OMol25 dataset describes a single C5H6O2 molecule. The level of theory is ωB97M-V/def2-TZVPD.

Each line ends with the Mulliken charge.
CARTESIAN COORDINATES (ANGSTROEM)
C: -2.61 -0.36 0.03  -0.13
C: -1.46 0.14 0.06  -1.17
C: -0.06 0.44 0.00  1.44
O: 0.23 1.75 -0.25  -0.60
C: 0.81 0.00 1.10  -0.52
O: 1.68 -0.74 0.08  -0.39
C: 0.70 -0.51 -0.95  -0.55
H: -3.60 -0.68 0.22  0.46
H: 1.20 1.59 -0.58  0.40
H: 1.33 0.87 1.54  0.26
H: 0.45 -0.71 1.90  0.29
H: 1.07 -0.29 -2.08  0.21
H: 0.25 -1.51 -1.08  0.29

Computed properties:
- Relative energy (zero: lowest compared OMol25 entry of this formula, charge and spin): 4.585 eV
- SMILES: C#CC1(O)COC1
- HOMO-LUMO gap: 10.892 eV
- HOMO energy: -10.05 eV

(19)
This record from the OMol25 dataset describes a single C5H6O2 molecule. The level of theory is ωB97M-V/def2-TZVPD.

Each line ends with the Mulliken charge.
CARTESIAN COORDINATES (ANGSTROEM)
C: -1.72 1.00 1.02  -0.50
C: -1.00 0.16 0.50  -0.38
C: -0.15 -0.48 -0.49  0.51
C: 0.39 -1.85 -0.11  -0.08
O: 1.55 -2.16 -0.22  -0.46
C: 0.93 0.62 -0.61  -0.53
O: 0.99 1.23 0.67  -0.52
H: -2.71 1.30 1.20  0.37
H: -0.80 -0.63 -1.38  0.35
H: -0.36 -2.57 0.27  0.34
H: 0.68 1.34 -1.40  0.26
H: 1.92 0.18 -0.81  0.33
H: 0.15 1.72 0.85  0.29

Computed properties:
- Relative energy (zero: lowest compared OMol25 entry of this formula, charge and spin): 3.532 eV
- SMILES: C#C[C@H](C=O)CO
- HOMO-LUMO gap: 10.508 eV
- HOMO energy: -9.85 eV

(20)
This record from the OMol25 dataset describes a molecular structure, C5H6O2. The level of theory is ωB97M-V/def2-TZVPD.

Each line ends with the Mulliken charge.
CARTESIAN COORDINATES (ANGSTROEM)
C: -1.94 -0.63 -0.20  -1.19
C: -0.77 -0.21 0.66  0.55
O: 0.35 -1.18 0.34  -0.36
C: 1.41 -0.45 -0.05  0.77
O: 2.48 -0.83 -0.40  -0.50
C: 0.77 0.86 0.08  -0.10
C: -0.36 1.27 0.43  -0.48
H: -2.15 -1.69 -0.03  0.34
H: -2.82 -0.04 0.07  0.35
H: -1.71 -0.47 -1.25  0.31
H: -0.95 -0.35 1.73  0.27
H: 3.01 1.53 -0.73  -0.03
H: 2.68 2.20 -0.65  0.06

Computed properties:
- Relative energy (zero: lowest compared OMol25 entry of this formula, charge and spin): 5.438 eV
- HOMO-LUMO gap: 9.916 eV
- HOMO energy: -10.75 eV